(1)
The molecule C18H30F4N2O3 at a distorted geometry. Source: the Open Molecules 2025 dataset; level of theory: the ωB97M-V functional and the def2-TZVPD basis.

Each line ends with the natural charge from an NBO analysis.
Element x y z (Å)
C 3.92602 3.02662 -0.15640  -0.609
C 4.45188 1.60747 -0.48769  -0.417
C 4.33522 0.59561 0.66207  -0.213
N 3.40958 -0.50679 0.43471  -0.660
C 2.08213 -0.29522 0.97990  0.265
O 1.55399 0.98120 0.68270  -0.550
C 0.92691 0.92822 -0.60341  -0.067
C 0.75314 -0.57520 -0.90378  -0.341
C -0.40965 -0.87131 -1.86854  0.647
F 0.12251 -1.23123 -3.08336  -0.331
F -1.11776 0.27706 -2.10127  -0.330
C -1.43276 -1.98695 -1.47477  0.510
F -1.18484 -3.11974 -2.19909  -0.316
F -2.69961 -1.55811 -1.78482  -0.328
C 0.97889 -1.27782 0.43261  -0.010
C 1.62160 -2.67202 0.44647  -0.491
C 0.82149 -3.80359 -0.14335  0.124
N 1.11906 -4.43593 -1.20433  -0.571
C -0.15835 -1.22445 1.48552  -0.404
C -1.21275 -0.13876 1.29165  -0.430
C -2.45073 -0.34998 2.15585  -0.389
C -3.43635 0.81236 1.99455  -0.436
C -4.33589 0.65163 0.78348  -0.060
O -3.66115 0.82381 -0.46715  -0.548
C -3.39353 2.11500 -0.81742  0.823
C -4.10348 2.57341 -2.06485  -0.728
O -2.59652 2.81118 -0.21649  -0.577
H 4.71954 3.76329 -0.16824  0.206
H 3.48651 3.02472 0.83606  0.211
H 3.12830 3.31694 -0.83034  0.207
H 5.48359 1.68871 -0.81283  0.206
H 3.88746 1.24358 -1.34344  0.191
H 4.08136 1.09925 1.58716  0.199
H 5.32270 0.15886 0.81094  0.190
H 3.40022 -0.78263 -0.53471  0.350
H 2.20524 -0.37290 2.05414  0.184
H 1.53711 1.42597 -1.34853  0.185
H -0.02018 1.43309 -0.46297  0.218
H 1.62551 -0.84469 -1.49751  0.236
H -1.43164 -2.22195 -0.41346  0.149
H 2.59709 -2.68899 -0.02534  0.226
H 1.78354 -2.90351 1.49950  0.229
H -0.07170 -4.11656 0.39445  0.162
H 1.98117 -4.05427 -1.59824  0.319
H -0.67353 -2.18926 1.47022  0.191
H 0.24872 -1.13239 2.48633  0.218
H -0.77680 0.80589 1.60944  0.224
H -1.49474 -0.00356 0.25364  0.212
H -2.11322 -0.35590 3.19274  0.202
H -2.92207 -1.31267 1.96417  0.190
H -4.05584 0.90527 2.88365  0.211
H -2.86206 1.73011 1.92599  0.234
H -4.71447 -0.36464 0.76145  0.192
H -5.19920 1.31452 0.85104  0.177
H -4.35103 3.61993 -1.95282  0.239
H -4.99535 1.98621 -2.24265  0.230
H -3.41702 2.44108 -2.89432  0.252

Forces on atoms 1 to 6 (eV/Å):
C -0.0429 -0.5887 0.2239
C -0.4609 0.7421 0.1477
C 0.6798 -0.3138 -0.4585
N -0.5128 -0.1379 0.3524
C 0.3289 -0.1259 -0.6973
O 0.1016 0.2130 -0.0523

The HOMO-LUMO gap comes out at 9.83 eV. Its total charge is 0. As for the HOMO energy: -9.0718 eV. Its SMILES is [H]/N=C\C[C@]1(CCCCCOC(C)=O)[C@@H](C(F)(F)C(F)F)CO[C@@H]1NCCC.

(2)
A structure of composition C18H30N2O2 at a distorted geometry. Source: the Open Molecules 2025 dataset; level of theory: the ωB97M-V functional and the def2-TZVPD basis.

Each line ends with the natural charge from an NBO analysis.
Element x y z (Å)
C -4.25172 -1.81471 0.16664  -0.593
C -3.05367 -0.79904 0.27729  -0.021
C -3.51070 0.74698 0.16629  0.588
O -4.73273 1.04210 0.29172  -0.573
C -2.38838 1.30881 -0.17904  -0.490
H -2.52020 1.91504 -0.93408  0.270
H -2.40452 2.12040 0.91522  0.237
C -1.33099 0.43943 -0.11832  -0.178
C -0.05324 0.91690 -0.69792  0.734
O 0.47451 0.45149 -1.67567  -0.586
N 0.58214 2.01920 0.15967  -0.668
H 0.16939 2.17663 0.93907  0.379
C 1.93222 2.20898 -0.35738  -0.210
H 1.85902 3.57019 -0.15702  0.160
H 2.07499 2.07919 -1.40795  0.263
C 3.01784 1.90166 0.77083  -0.218
N 3.58656 0.41414 0.55646  -0.467
C 3.96822 0.16589 -0.74609  -0.224
C 4.95841 -0.94008 -0.80706  -0.384
C 4.00174 -2.13605 -0.02734  -0.362
C 3.43367 -1.74724 1.11620  -0.377
C 2.56168 -0.35772 1.19140  -0.194
H 2.28994 -0.00537 2.06049  0.188
H 1.76461 -0.60728 0.54132  0.162
H 2.83887 -2.34833 1.39050  0.172
H 4.38979 -1.53502 1.88533  0.169
H 4.65458 -3.26432 -0.03452  0.205
H 3.23832 -2.25935 -0.84636  0.187
H 5.13043 -1.35197 -1.62748  0.188
H 5.75304 -0.89029 -0.03571  0.203
H 4.61631 1.15502 -1.27081  0.187
H 3.12903 0.01586 -1.63974  0.184
H 2.85048 2.12634 1.71620  0.192
H 3.91399 2.46112 0.39564  0.203
C -1.25433 -0.11305 1.47682  -0.386
H -0.30107 -0.46748 1.67393  0.220
H -1.13402 0.80307 1.99065  0.195
C -2.52931 -0.81587 1.93556  -0.430
H -2.36011 -1.82626 1.97241  0.217
H -3.28377 -0.26256 2.52686  0.246
C -1.92429 -0.86090 -0.53155  -0.130
C -1.30155 -1.98386 -0.44892  -0.583
H -0.92576 -2.38645 0.33325  0.204
H -0.33788 -2.03785 -1.28823  0.217
H -1.84059 -2.82003 -1.17718  0.228
C -2.27051 -0.57441 -2.14890  -0.557
H -1.48397 -0.28206 -2.66604  0.206
H -2.66684 -1.57302 -2.55115  0.210
H -3.18689 0.32843 -2.30704  0.195
H -4.05344 -2.75494 0.29219  0.195
H -5.08494 -1.57856 0.73694  0.231
H -4.68231 -1.70247 -0.97630  0.196

Forces on atoms 1 to 6 (eV/Å):
C -0.0422 6.2000 -5.4848
C -7.8135 0.2687 5.0658
C -10.7127 -7.6618 1.8676
O 3.8655 0.3067 -0.3693
C 2.5924 8.5389 5.4897
H -0.0863 3.5349 -4.0379

Its energy above the lowest of the compared OMol25 structures with the same formula, charge and spin is 433.68 kcal/mol. The HOMO-LUMO gap comes out at 8.60 eV. Its total charge is 0. As for the HOMO energy: -8.2039 eV.

(3)
The molecule C18H30N2O4. Source: the Open Molecules 2025 dataset; level of theory: the ωB97M-V functional and the def2-TZVPD basis.

Each line ends with the natural charge from an NBO analysis.
Element x y z (Å)
C 0.20451 2.66397 1.13698  -0.251
H -0.54950 3.44394 1.04047  0.199
O -0.45697 1.45750 0.84898  -0.491
C 0.27828 0.30479 0.85379  0.259
C 1.62114 0.21672 1.16492  -0.298
C 2.28990 -1.00556 1.12988  -0.027
C 1.58245 -2.14400 0.79439  -0.223
C 0.22881 -2.07835 0.49085  -0.299
C -0.43209 -0.86551 0.51317  0.324
O -1.75589 -0.67419 0.22985  -0.522
C -2.55943 -1.78789 -0.07018  -0.157
H -2.22792 -2.28819 -0.99034  0.200
H -2.54538 -2.52496 0.74452  0.200
C -4.01752 -1.34793 -0.27374  0.673
O -4.86752 -2.16366 -0.56986  -0.642
N -4.20970 -0.03782 -0.08752  -0.628
H -3.39271 0.50639 0.15090  0.426
C -5.48496 0.66655 -0.20616  0.124
C -6.02168 0.50480 -1.63073  -0.620
H -5.31324 0.91007 -2.34989  0.206
H -6.96883 1.02638 -1.73789  0.206
H -6.17259 -0.54927 -1.84493  0.239
C -6.47908 0.08531 0.80258  -0.620
H -7.43381 0.59879 0.72905  0.206
H -6.62927 -0.97075 0.59795  0.240
H -6.09768 0.19467 1.81547  0.206
C -5.21469 2.13891 0.09874  -0.611
H -6.13598 2.71052 0.02495  0.219
H -4.49691 2.54904 -0.60856  0.210
H -4.81797 2.25307 1.10539  0.210
H -0.29756 -2.98307 0.23173  0.223
H 2.08132 -3.10169 0.76559  0.210
C 3.76473 -1.06572 1.46645  -0.239
N 4.62738 -0.10904 0.80256  -0.638
H 4.26878 0.83145 0.92610  0.369
C 4.93915 -0.28871 -0.60971  0.100
C 3.71690 -0.37330 -1.53661  -0.638
H 3.11016 0.52245 -1.43195  0.223
H 3.10752 -1.23919 -1.29484  0.216
H 4.04400 -0.45410 -2.57072  0.206
C 5.81647 -1.53172 -0.78552  -0.619
H 6.60182 -1.53831 -0.03444  0.219
H 5.22323 -2.43562 -0.68172  0.209
H 6.27056 -1.53550 -1.77308  0.210
C 5.76378 0.95513 -0.99365  -0.057
O 4.97718 2.11453 -0.80037  -0.738
H 5.51078 2.88512 -1.01573  0.476
H 6.07700 0.87760 -2.04321  0.160
H 6.65837 0.99284 -0.35852  0.171
H 3.87850 -0.88017 2.54265  0.207
H 4.14394 -2.06939 1.26690  0.198
H 2.17254 1.10295 1.43845  0.215
H 1.01732 2.85767 0.42925  0.180
H 0.60236 2.67246 2.15738  0.176

Forces on atoms 1 to 6 (eV/Å):
C 0.1405 0.2337 0.0612
H 0.0861 -0.0222 0.0225
O -0.0240 -0.5428 -0.0751
C -0.2140 0.1078 -0.0278
C -0.1404 0.0699 0.0047
C -0.0752 -0.3296 -0.0397

Its energy above the lowest of the compared OMol25 structures with the same formula, charge and spin is 7.91 kcal/mol. The HOMO-LUMO gap comes out at 8.75 eV. Its total charge is 0. As for the HOMO energy: -8.1723 eV. Its SMILES is COc1cc(CNC(C)(C)CO)ccc1OCC(=O)NC(C)(C)C.

(4)
A structure of composition C18H30NNiO2P2 at a distorted geometry. Source: the Open Molecules 2025 dataset; level of theory: the ωB97M-V functional and the def2-TZVPD basis.

Each line ends with the Mulliken spin population.
Element x y z (Å)
Ni 0.30821 -0.08340 -0.07866  0.628
P -1.89730 -0.23243 -0.17859  -0.007
C -2.42310 1.43318 -0.20008  0.451
C -1.50032 2.39182 0.20314  -0.013
N -0.25116 1.87826 0.47814  0.091
C 0.64064 2.66191 1.10068  0.006
C 0.39537 3.98312 1.45231  0.187
C -0.76791 4.57592 0.98958  -0.050
C -1.68148 3.80843 0.29157  0.220
C 1.97179 2.03160 1.41727  -0.008
P 2.32489 0.63435 0.21188  0.051
H -2.54538 4.23968 -0.21642  0.004
H 1.12185 4.51675 2.05999  0.005
H -0.96423 5.61354 1.18985  0.000
H 2.81937 2.73482 1.36984  0.001
H 1.99526 1.55101 2.41995  0.009
H -2.41575 1.97915 -5.17267  0.000
H -3.38085 1.75455 -0.53787  -0.003
H 1.43704 0.82116 -3.82385  -0.001
O -1.47672 2.03815 -4.98529  0.001
H -1.34270 2.96134 -4.72184  0.000
H 0.35684 0.28959 -1.42460  0.295
O 1.65544 -0.05994 -3.59751  0.008
H 0.78470 -0.51075 -3.65106  -0.001
C 3.19476 1.50618 -1.11913  0.014
H 4.03762 2.04688 -0.67995  0.001
H 3.53041 0.76850 -1.85183  -0.001
H 2.51698 2.18827 -1.63075  -0.002
C 3.68822 -0.23965 1.02342  0.018
H 3.73797 -1.26363 0.63276  -0.001
H 4.62333 0.29360 0.79111  0.002
H 3.51974 -0.25770 2.10889  0.001
C -2.49834 -0.94964 1.35717  0.063
H -3.57946 -1.08462 1.25357  0.004
H -2.01953 -1.88850 1.63261  -0.014
H -2.28499 -0.19635 2.12191  0.001
C -2.52815 -1.25327 -1.58922  0.041
H -2.29449 -2.32047 -1.42139  0.003
H -3.61854 -1.11365 -1.65536  0.001
H -2.05821 -0.94524 -2.54330  -0.011
C 0.96504 -1.97823 -0.48935  -0.029
C 0.40538 -2.88367 0.54987  0.038
C -0.65974 -3.75398 0.22543  0.006
C -1.29269 -4.49204 1.22602  -0.004
C -0.83015 -4.42076 2.54045  0.017
C 0.23447 -3.58698 2.86547  0.002
C 0.83783 -2.81067 1.88033  0.012
H 2.07023 -2.00278 -0.50485  -0.017
H 0.61476 -2.27385 -1.49645  -0.003
H -0.96169 -3.84224 -0.81461  0.005
H -2.14265 -5.12246 0.94995  -0.001
H -1.30289 -5.04170 3.30095  0.002
H 0.58691 -3.53551 3.89042  -0.001
H 1.63451 -2.12307 2.14200  -0.022

Forces on atoms 1 to 6 (eV/Å):
Ni 0.0612 -0.0998 1.4520
P 2.0226 -2.6459 -0.8953
C -0.4770 0.8598 -0.4982
C 1.3079 0.5073 -0.2707
N 0.5215 0.3727 1.2149
C 0.4993 -0.9349 -0.0763

The multiplicity is 3. The HOMO-LUMO gap (spin up / spin down) comes out at 6.30 / 5.80 eV. Its total charge is +1. As for the HOMO energy (spin up / spin down): -9.3225 / -10.9135 eV.

Please write out number 2 again, unchanged.
A structure of composition C18H30N2O2 at a distorted geometry. Source: the Open Molecules 2025 dataset; level of theory: the ωB97M-V functional and the def2-TZVPD basis.

Each line ends with the natural charge from an NBO analysis.
Element x y z (Å)
C -4.25172 -1.81471 0.16664  -0.593
C -3.05367 -0.79904 0.27729  -0.021
C -3.51070 0.74698 0.16629  0.588
O -4.73273 1.04210 0.29172  -0.573
C -2.38838 1.30881 -0.17904  -0.490
H -2.52020 1.91504 -0.93408  0.270
H -2.40452 2.12040 0.91522  0.237
C -1.33099 0.43943 -0.11832  -0.178
C -0.05324 0.91690 -0.69792  0.734
O 0.47451 0.45149 -1.67567  -0.586
N 0.58214 2.01920 0.15967  -0.668
H 0.16939 2.17663 0.93907  0.379
C 1.93222 2.20898 -0.35738  -0.210
H 1.85902 3.57019 -0.15702  0.160
H 2.07499 2.07919 -1.40795  0.263
C 3.01784 1.90166 0.77083  -0.218
N 3.58656 0.41414 0.55646  -0.467
C 3.96822 0.16589 -0.74609  -0.224
C 4.95841 -0.94008 -0.80706  -0.384
C 4.00174 -2.13605 -0.02734  -0.362
C 3.43367 -1.74724 1.11620  -0.377
C 2.56168 -0.35772 1.19140  -0.194
H 2.28994 -0.00537 2.06049  0.188
H 1.76461 -0.60728 0.54132  0.162
H 2.83887 -2.34833 1.39050  0.172
H 4.38979 -1.53502 1.88533  0.169
H 4.65458 -3.26432 -0.03452  0.205
H 3.23832 -2.25935 -0.84636  0.187
H 5.13043 -1.35197 -1.62748  0.188
H 5.75304 -0.89029 -0.03571  0.203
H 4.61631 1.15502 -1.27081  0.187
H 3.12903 0.01586 -1.63974  0.184
H 2.85048 2.12634 1.71620  0.192
H 3.91399 2.46112 0.39564  0.203
C -1.25433 -0.11305 1.47682  -0.386
H -0.30107 -0.46748 1.67393  0.220
H -1.13402 0.80307 1.99065  0.195
C -2.52931 -0.81587 1.93556  -0.430
H -2.36011 -1.82626 1.97241  0.217
H -3.28377 -0.26256 2.52686  0.246
C -1.92429 -0.86090 -0.53155  -0.130
C -1.30155 -1.98386 -0.44892  -0.583
H -0.92576 -2.38645 0.33325  0.204
H -0.33788 -2.03785 -1.28823  0.217
H -1.84059 -2.82003 -1.17718  0.228
C -2.27051 -0.57441 -2.14890  -0.557
H -1.48397 -0.28206 -2.66604  0.206
H -2.66684 -1.57302 -2.55115  0.210
H -3.18689 0.32843 -2.30704  0.195
H -4.05344 -2.75494 0.29219  0.195
H -5.08494 -1.57856 0.73694  0.231
H -4.68231 -1.70247 -0.97630  0.196

Forces on atoms 1 to 6 (eV/Å):
C -0.0422 6.2000 -5.4848
C -7.8135 0.2687 5.0658
C -10.7127 -7.6618 1.8676
O 3.8655 0.3067 -0.3693
C 2.5924 8.5389 5.4897
H -0.0863 3.5349 -4.0379

Its energy above the lowest of the compared OMol25 structures with the same formula, charge and spin is 433.68 kcal/mol. The HOMO-LUMO gap comes out at 8.60 eV. Its total charge is 0. As for the HOMO energy: -8.2039 eV.

Q: Which of these has the highest total charge?
A: C18H30NNiO2P2